No. 1
{"formula": "C23H20ClNS", "method": "ωB97M-V with the def2-TZVPD basis set", "symbols": ["C", "N", "C", "C", "C", "C", "C", "C", "C", "C", "C", "C", "C", "C", "C", "C", "C", "C", "H", "H", "H", "H", "H", "H", "H", "H", "H", "H", "H", "H", "H", "H", "H", "H", "Cl", "C", "C", "C", "C", "C", "S", "C", "H", "H", "H", "H"], "xyz": [[-3.03, -2.21, -3.72], [-2.78, -1.83, -2.34], [-1.73, -2.23, -1.57], [-1.82, -1.66, -0.30], [-0.94, -1.94, 0.78], [-0.96, -1.32, 2.07], [-1.12, 0.07, 2.25], [-1.25, 0.62, 3.50], [-1.23, -0.19, 4.63], [-1.46, 0.41, 5.98], [-1.03, -1.56, 4.48], [-0.86, -2.12, 3.24], [-3.05, -0.88, -0.29], [-3.71, -0.17, 0.71], [-4.88, 0.48, 0.40], [-5.41, 0.43, -0.89], [-4.80, -0.31, -1.88], [-3.61, -0.98, -1.58], [-3.94, -1.74, -4.09], [-2.19, -1.87, -4.34], [-3.13, -3.29, -3.81], [-0.95, -2.90, -1.91], [-0.26, -2.76, 0.63], [-1.17, 0.70, 1.38], [-1.39, 1.68, 3.61], [-1.39, -0.35, 6.77], [-0.72, 1.18, 6.20], [-2.45, 0.86, 6.05], [-1.02, -2.18, 5.36], [-0.72, -3.18, 3.14], [-3.32, -0.15, 1.71], [-5.39, 1.05, 1.17], [-6.30, 0.99, -1.11], [-5.22, -0.35, -2.87], [5.55, -3.97, -3.80], [5.18, -3.83, -2.13], [6.13, -3.30, -1.25], [5.83, -3.19, 0.09], [4.60, -3.60, 0.57], [3.63, -4.12, -0.30], [2.13, -4.58, 0.27], [3.94, -4.24, -1.66], [7.08, -2.98, -1.63], [6.56, -2.79, 0.77], [4.36, -3.51, 1.61], [3.22, -4.65, -2.34]], "e_homo_ev": -5.406, "charge": 0, "e_lumo_ev": -2.5, "max_force_ev_per_a": 2.578, "e_tot_ha": -1801.49311}


No. 2
{"formula": "C34H29F3GeIrN3S3", "method": "ωB97M-V with the def2-TZVPD basis set", "symbols": ["Ir", "C", "C", "S", "C", "C", "S", "H", "H", "H", "H", "H", "H", "N", "C", "C", "C", "C", "C", "C", "N", "C", "C", "C", "S", "C", "N", "H", "H", "H", "H", "H", "H", "H", "C", "Ge", "C", "C", "C", "C", "C", "C", "C", "C", "C", "C", "C", "C", "C", "C", "C", "C", "C", "C", "H", "H", "H", "H", "H", "H", "H", "H", "H", "H", "H", "H", "H", "H", "H", "H", "F", "C", "F", "F"], "xyz": [[0.01, -2.21, 0.32], [2.48, -1.87, 4.28], [2.04, -1.89, 2.83], [0.44, -2.35, 2.56], [2.90, -1.54, 1.81], [4.32, -1.13, 2.08], [2.44, -1.53, 0.16], [1.66, -2.19, 4.92], [2.77, -0.86, 4.59], [3.32, -2.54, 4.45], [4.54, -1.05, 3.15], [4.52, -0.17, 1.61], [5.01, -1.85, 1.64], [-2.09, -2.26, -3.37], [-0.83, -2.27, -3.95], [-0.43, -2.27, -5.27], [0.95, -2.29, -5.52], [1.86, -2.31, -4.48], [1.45, -2.31, -3.14], [0.08, -2.27, -2.88], [-0.61, -2.24, -1.69], [-1.94, -2.31, -2.00], [-2.98, -2.49, -1.09], [-4.37, -2.57, -1.31], [-5.18, -2.87, 0.19], [-3.64, -2.87, 0.99], [-2.62, -2.66, 0.24], [-2.96, -2.38, -3.85], [-1.15, -2.26, -6.08], [1.30, -2.30, -6.55], [2.92, -2.35, -4.69], [2.17, -2.35, -2.34], [-4.91, -2.45, -2.23], [-3.56, -3.03, 2.06], [-0.85, -0.43, 0.90], [-0.46, 1.43, 0.62], [0.61, 1.92, -0.94], [1.27, 3.15, -0.99], [1.99, 3.53, -2.11], [2.07, 2.68, -3.20], [1.43, 1.45, -3.17], [0.71, 1.08, -2.04], [0.50, 2.12, 2.21], [1.76, 1.59, 2.49], [2.49, 2.01, 3.59], [1.97, 2.99, 4.43], [0.73, 3.54, 4.16], [0.00, 3.11, 3.05], [-2.14, 2.45, 0.53], [-2.40, 3.32, -0.53], [-3.60, 4.02, -0.60], [-4.56, 3.86, 0.39], [-4.31, 2.99, 1.45], [-3.11, 2.29, 1.51], [-1.65, -0.51, 1.64], [1.22, 3.82, -0.13], [2.50, 4.48, -2.13], [2.64, 2.97, -4.08], [1.48, 0.77, -4.01], [0.20, 0.12, -2.02], [2.17, 0.83, 1.84], [3.47, 1.58, 3.79], [2.54, 3.32, 5.29], [0.32, 4.31, 4.81], [-0.97, 3.55, 2.85], [-1.67, 3.45, -1.32], [-3.79, 4.69, -1.43], [-5.49, 4.40, 0.34], [-5.06, 2.85, 2.22], [-2.94, 1.61, 2.33], [0.78, -4.71, -0.95], [0.20, -4.34, 0.24], [1.00, -4.93, 1.18], [-0.95, -5.05, 0.29]], "e_homo_ev": [-2.070, -4.992], "charge": -1, "e_lumo_ev": [2.5, 1.2], "s2": 8.797, "max_force_ev_per_a": 0.316, "relative_energy_kj_mol": 0.0, "e_tot_ha": -5152.68681, "spin_multiplicity": 6}


No. 3
{"formula": "Cl5F3O20Sr", "method": "ωB97M-V with the def2-TZVPD basis set", "symbols": ["Sr", "F", "F", "F", "Cl", "O", "O", "O", "O", "Cl", "O", "O", "O", "O", "Cl", "O", "O", "O", "O", "Cl", "O", "O", "O", "O", "Cl", "O", "O", "O", "O"], "xyz": [[-1.31, -0.73, -0.67], [-2.90, -3.51, -2.74], [-2.57, 0.70, -4.10], [-1.91, -3.54, 1.88], [-6.52, 2.22, -0.62], [-5.81, 0.97, -0.69], [-5.79, 3.09, -1.50], [-7.81, 1.88, -1.14], [-6.75, 2.74, 0.69], [3.27, -5.06, -1.62], [3.34, -6.10, -2.61], [4.08, -3.93, -2.02], [1.92, -4.52, -1.64], [3.65, -5.53, -0.31], [-1.67, 2.70, 3.43], [-1.21, 2.80, 2.09], [-2.32, 1.41, 3.59], [-0.59, 2.89, 4.34], [-2.58, 3.77, 3.56], [4.03, -1.04, 3.12], [4.27, -2.23, 3.92], [2.80, -1.01, 2.32], [4.09, 0.13, 3.99], [5.19, -1.04, 2.22], [2.62, 2.60, -3.05], [1.46, 3.47, -2.86], [3.21, 2.91, -4.33], [3.62, 2.67, -2.04], [2.18, 1.28, -3.22]], "e_homo_ev": 4.997, "charge": -6, "e_lumo_ev": 11.0, "max_force_ev_per_a": 3.585, "e_tot_ha": -4134.14435}


No. 4
{"formula": "C9H11ClO", "method": "ωB97M-V with the def2-TZVPD basis set", "symbols": ["C", "C", "C", "C", "C", "C", "C", "C", "C", "O", "Cl", "H", "H", "H", "H", "H", "H", "H", "H", "H", "H", "H"], "xyz": [[-1.62, 1.03, -0.82], [0.32, -2.14, -0.19], [-0.24, 0.45, -1.03], [0.64, -0.83, -0.78], [-0.98, -2.25, 0.28], [-2.74, 0.71, -0.23], [0.81, 0.45, 0.05], [2.06, 1.28, -0.14], [0.34, 0.42, 1.49], [-1.98, -1.53, -0.01], [-4.25, 0.69, 0.30], [-1.59, 2.02, -1.27], [1.07, -2.91, -0.12], [0.13, 0.91, -1.95], [1.40, -0.90, -1.56], [-1.19, -3.11, 0.95], [1.88, 2.31, 0.14], [2.40, 1.25, -1.17], [2.86, 0.89, 0.49], [-0.59, -0.13, 1.58], [0.18, 1.44, 1.85], [1.09, -0.05, 2.12]], "e_homo_ev": [-6.883, -8.411], "charge": 0, "e_lumo_ev": [-1.3, 0.6], "max_force_ev_per_a": 2.852, "relative_energy_kj_mol": 440.6, "e_tot_ha": -884.74667}